Here is an isolated molecule of C4H8N2O4 from OMol25. Energies are from ωB97M-V with the def2-TZVPD basis set.

XYZ file:
```
18
Properties=species:S:1:pos:R:3:nbo_charge:R:1
H 4.0071 1.0646 -0.5810 0.350
N 3.2307 0.5374 -0.9875 -0.746
C 2.4381 -0.0639 0.1660 0.522
O 2.6954 0.1961 1.4467 -0.647
C 1.1010 -0.5243 -0.2025 0.452
O 0.8076 -0.6666 -1.5092 -0.661
N 0.3216 -0.6506 0.7553 -0.465
C -1.0440 -0.9723 0.5365 -0.278
C -1.8631 0.2227 -0.1215 0.385
O -3.0311 -0.3483 -0.5732 -0.723
O -1.9677 1.1290 0.9662 -0.776
H 1.9249 0.1330 2.0048 0.524
H 1.5635 -0.3568 -1.9588 0.516
H -1.1471 -1.7760 -0.0980 0.209
H -1.7146 -0.9423 1.4287 0.229
H -1.3374 0.8147 -1.0044 0.132
H -3.5256 0.2163 -1.2136 0.484
H -2.4594 1.9872 0.9455 0.493
```

Its net charge is 0. As for the SMILES: [H]/N=C(O)/C(O)=N/CC(O)O. The multiplicity is 1. For the HOMO energy, the calculation gives -9.6 eV. The HOMO-LUMO gap is 0.3483 Ha. The value obtained for the energy above the lowest of the compared OMol25 structures with the same formula, charge and spin is 81.87 kcal/mol.